# C66H184N20O18

A 18-piece molecular cluster, C66H184N20O18 overall at a distorted geometry (ωB97M-V/def2-TZVPD, the Open Molecules 2025 dataset).

HOMO, Eh: -0.309
Charge: 0
Kohn-Sham gap, eV: 8.78
Energy above the lowest of the compared OMol25 structures with the same formula, charge and spin, kcal per mole: 68.76
Lowest unoccupied orbital energy, eV: 0.3684
Multiplicity: 1

Element x y z (Å)
C  -0.68  -3.37  2.15
C  -2.09  -2.80  1.87
C  -2.56  -3.40  0.55
O  -3.98  -3.32  0.42
C  -4.41  -4.05  -0.76
N  -2.97  -3.24  3.04
H  0.06  -2.94  1.46
H  -0.67  -4.44  2.17
H  -0.41  -3.02  3.16
H  -2.12  -1.69  1.84
H  -2.25  -4.44  0.41
H  -2.21  -2.81  -0.31
H  -5.47  -3.88  -0.83
H  -4.13  -5.09  -0.85
H  -3.84  -3.60  -1.59
H  -3.91  -3.27  2.74
H  -2.76  -4.18  3.23
C  -4.69  6.75  2.25
C  -4.36  6.99  0.71
C  -5.56  6.87  -0.17
O  -6.27  5.74  0.29
C  -7.29  5.40  -0.57
N  -3.67  8.21  0.31
H  -4.30  7.65  2.82
H  -4.43  5.75  2.63
H  -5.79  6.76  2.44
H  -3.68  6.20  0.42
H  -5.26  6.54  -1.25
H  -6.25  7.71  -0.21
H  -6.95  5.10  -1.55
H  -8.05  6.22  -0.71
H  -7.82  4.52  -0.16
H  -4.18  9.02  0.70
H  -2.79  8.20  0.79
C  6.58  2.43  -2.47
C  7.07  1.64  -1.28
C  5.99  1.57  -0.14
O  6.36  2.68  0.71
C  5.36  2.91  1.69
N  7.33  0.24  -1.72
H  7.44  2.81  -3.00
H  5.89  3.24  -2.18
H  5.96  1.87  -3.16
H  7.92  2.15  -0.80
H  5.98  0.65  0.45
H  4.94  1.70  -0.50
H  4.50  3.41  1.31
H  5.83  3.57  2.46
H  5.02  1.96  2.14
H  7.95  0.21  -2.52
H  7.86  -0.36  -1.08
C  -1.27  5.64  -4.80
C  -2.46  5.90  -3.78
C  -2.78  4.56  -3.07
O  -4.08  4.70  -2.44
C  -4.47  3.36  -2.01
N  -2.18  6.95  -2.81
H  -1.70  5.08  -5.67
H  -0.51  5.14  -4.26
H  -0.94  6.66  -5.06
H  -3.35  6.13  -4.40
H  -2.07  4.43  -2.28
H  -2.82  3.72  -3.75
H  -5.34  3.52  -1.32
H  -3.64  2.88  -1.46
H  -4.68  2.74  -2.86
H  -2.04  7.90  -3.19
H  -2.83  6.95  -2.04
C  5.19  -1.46  3.79
C  3.75  -1.24  3.36
C  3.08  -2.55  3.06
O  3.76  -3.24  2.04
C  3.02  -4.28  1.37
N  3.04  -0.54  4.42
H  5.21  -1.96  4.77
H  5.65  -0.54  3.92
H  5.82  -1.97  3.04
H  3.69  -0.57  2.41
H  2.02  -2.43  2.76
H  3.05  -3.20  3.95
H  3.76  -4.85  0.76
H  2.28  -3.85  0.72
H  2.50  -5.01  2.00
H  2.44  0.20  4.04
H  3.74  -0.07  4.93
C  -4.21  -0.33  -0.54
C  -5.54  -0.09  0.19
C  -5.31  -0.63  1.56
O  -6.50  -0.59  2.27
C  -6.48  -1.47  3.34
N  -5.94  1.33  0.14
H  -4.35  0.09  -1.55
H  -3.95  -1.39  -0.59
H  -3.41  0.20  0.03
H  -6.27  -0.72  -0.37
H  -4.48  -0.13  2.06
H  -4.93  -1.71  1.50
H  -6.69  -2.47  2.93
H  -7.25  -1.16  3.98
H  -5.43  -1.42  3.77
H  -6.89  1.48  0.44
H  -5.37  1.90  0.78
C  2.71  6.99  -1.29
C  1.25  6.64  -1.30
C  0.65  5.55  -0.34
O  1.41  4.39  -0.61
C  1.65  3.55  0.53
N  0.46  7.89  -1.15
H  2.89  7.99  -1.83
H  3.32  6.29  -1.75
H  2.96  7.09  -0.24
H  0.97  6.25  -2.32
H  -0.42  5.30  -0.57
H  0.71  5.77  0.74
H  0.72  3.16  0.95
H  2.16  4.14  1.30
H  2.27  2.75  0.19
H  0.69  8.31  -0.23
H  -0.56  7.70  -1.34
C  0.99  -2.99  -1.82
C  0.68  -2.01  -3.01
C  -0.69  -1.28  -2.89
O  -0.68  -0.23  -3.78
C  -1.94  0.38  -3.81
N  1.77  -0.97  -2.90
H  1.93  -3.56  -2.13
H  0.33  -3.84  -1.62
H  1.05  -2.41  -0.91
H  0.80  -2.59  -3.91
H  -0.83  -0.98  -1.90
H  -1.44  -2.01  -3.17
H  -2.26  0.60  -2.75
H  -2.76  -0.29  -4.17
H  -2.05  1.26  -4.41
H  2.68  -1.38  -2.86
H  1.70  -0.30  -3.60
C  -2.80  3.88  7.25
C  -3.31  3.25  5.95
C  -4.80  3.49  5.92
O  -5.45  3.53  4.61
C  -5.51  2.25  4.01
N  -2.69  3.68  4.70
H  -3.01  4.97  7.33
H  -1.73  3.84  7.11
H  -3.12  3.33  8.19
H  -3.15  2.14  6.10
H  -5.12  4.45  6.34
H  -5.26  2.67  6.53
H  -6.03  2.26  3.01
H  -6.00  1.48  4.62
H  -4.54  1.81  3.83
H  -1.69  3.57  4.56
H  -2.81  4.70  4.65
C  0.27  2.75  -7.33
C  1.31  1.97  -6.56
C  1.35  2.56  -5.18
O  2.34  1.99  -4.33
C  2.43  2.46  -3.04
N  0.90  0.54  -6.52
H  -0.74  2.63  -6.98
H  0.18  2.30  -8.39
H  0.49  3.83  -7.44
H  2.35  2.00  -6.92
H  0.38  2.51  -4.72
H  1.55  3.64  -5.22
H  3.01  1.73  -2.53
H  1.37  2.53  -2.60
H  2.84  3.49  -3.06
H  1.73  -0.01  -6.55
H  0.44  0.26  -5.64
C  2.84  3.75  4.53
C  1.45  3.19  4.80
C  1.31  2.65  6.26
O  1.90  1.36  6.31
C  2.23  0.89  7.60
N  0.35  4.09  4.50
H  3.66  3.18  4.94
H  3.01  4.74  4.99
H  3.07  3.94  3.47
H  1.36  2.35  4.13
H  0.21  2.45  6.41
H  1.77  3.40  7.04
H  3.14  1.30  8.01
H  2.23  -0.23  7.66
H  1.43  1.21  8.33
H  0.35  4.03  3.49
H  0.60  5.07  4.81
C  4.85  -0.85  -5.47
C  5.93  -1.29  -4.48
C  5.66  -2.62  -3.86
O  4.55  -2.52  -2.93
C  4.80  -1.88  -1.62
N  7.26  -1.34  -5.12
H  5.14  0.14  -5.79
H  3.85  -0.74  -5.06
H  4.74  -1.41  -6.42
H  5.89  -0.58  -3.59
H  6.55  -3.04  -3.37
H  5.26  -3.31  -4.67
H  5.53  -2.57  -1.12
H  3.89  -1.91  -1.05
H  5.15  -0.92  -1.74
H  7.25  -0.93  -6.08
H  7.65  -2.24  -5.17
C  3.27  -7.54  -3.18
C  2.44  -6.38  -3.61
C  3.12  -5.37  -4.56
O  2.25  -4.26  -4.93
C  2.71  -3.65  -6.13
N  1.28  -6.84  -4.39
H  2.67  -8.32  -2.74
H  4.07  -7.31  -2.50
H  3.63  -8.08  -4.04
H  2.07  -5.78  -2.74
H  3.51  -5.80  -5.53
H  3.92  -4.91  -3.99
H  2.07  -2.77  -6.28
H  2.54  -4.34  -6.98
H  3.75  -3.33  -6.02
H  0.84  -6.05  -4.89
H  0.69  -7.48  -3.89
C  -0.38  -2.13  5.67
C  -1.41  -1.05  5.21
C  -2.50  -0.75  6.21
O  -1.83  -0.02  7.28
C  -2.50  -0.10  8.50
N  -0.80  0.22  4.89
H  -0.86  -3.15  5.50
H  -0.11  -2.09  6.68
H  0.49  -2.11  5.01
H  -1.90  -1.39  4.35
H  -2.97  -1.66  6.64
H  -3.22  -0.04  5.82
H  -3.36  -0.70  8.44
H  -2.72  0.93  8.88
H  -1.81  -0.50  9.25
H  -0.18  0.04  4.08
H  -0.12  0.51  5.62
C  3.68  -10.10  1.59
C  2.10  -10.18  1.88
C  1.70  -8.73  2.32
O  2.15  -8.59  3.63
C  1.78  -7.36  4.21
N  1.43  -10.45  0.58
H  4.20  -9.41  2.30
H  3.86  -9.72  0.59
H  4.13  -11.09  1.56
H  1.77  -10.89  2.62
H  0.60  -8.52  2.23
H  2.02  -7.92  1.62
H  0.79  -7.04  4.11
H  2.35  -6.55  3.88
H  1.79  -7.40  5.34
H  0.40  -10.35  0.63
H  1.58  -11.46  0.32
C  -4.00  -4.36  -4.72
C  -2.68  -5.09  -5.06
C  -1.62  -4.37  -5.86
O  -2.22  -3.69  -6.99
C  -2.15  -2.27  -7.05
N  -2.12  -5.70  -3.82
H  -3.84  -3.44  -4.18
H  -4.66  -5.01  -4.13
H  -4.50  -4.20  -5.67
H  -3.01  -5.97  -5.66
H  -0.91  -5.12  -6.16
H  -0.98  -3.72  -5.23
H  -1.15  -1.83  -6.89
H  -2.91  -1.77  -6.51
H  -2.32  -2.10  -8.09
H  -1.64  -5.01  -3.25
H  -1.39  -6.35  -4.07
C  -2.27  2.60  1.38
O  -1.87  2.79  0.24
N  -1.69  1.79  2.29
N  -3.43  3.14  1.85
H  -2.03  1.61  3.22
H  -0.80  1.25  2.10
H  -3.47  3.35  2.84
H  -3.70  3.97  1.36
C  1.03  0.15  0.67
O  0.78  0.27  1.84
N  2.15  -0.56  0.27
N  0.31  0.57  -0.36
H  2.26  -0.82  -0.72
H  2.66  -1.11  0.96
H  0.55  0.37  -1.34
H  -0.45  1.22  -0.25

# C66H58O22

A 11-piece molecular cluster, C66H58O22 overall at a distorted geometry (ωB97M-V/def2-TZVPD, the Open Molecules 2025 dataset).

HOMO, Eh: -0.294
Charge: 0
Kohn-Sham gap, eV: 5.91
SMILES: O=C1C=CC(=O)C=C1.O=C1C=CC(=O)C=C1.O=C1C=CC(=O)C=C1.O=C1C=CC(=O)C=C1.Oc1ccc(O)cc1.Oc1ccc(O)cc1.Oc1ccc(O)cc1.Oc1ccc(O)cc1.Oc1ccc(O)cc1.Oc1ccc(O)cc1.Oc1ccc(O)cc1
Lowest unoccupied orbital energy, eV: -2.0843
Multiplicity: 1

Element x y z (Å)
O  -27.17  4.19  10.87
C  -26.70  5.29  11.05
C  -27.60  6.41  11.49
C  -27.11  7.56  11.93
C  -25.68  7.74  11.99
O  -25.33  8.76  12.50
C  -24.75  6.77  11.40
C  -25.22  5.63  10.87
H  -28.64  6.16  11.41
H  -27.80  8.39  12.20
H  -23.69  7.12  11.37
H  -24.65  4.77  10.40
O  -23.34  12.97  13.53
C  -22.70  12.63  12.56
C  -21.47  13.47  12.20
C  -20.67  13.13  11.15
C  -20.95  11.91  10.39
O  -20.22  11.53  9.48
C  -22.07  11.05  10.83
C  -22.90  11.35  11.82
H  -21.23  14.27  12.94
H  -19.77  13.62  10.91
H  -22.35  10.29  10.13
H  -23.74  10.72  12.05
O  -26.11  7.79  4.17
C  -25.89  8.97  4.39
C  -24.56  9.46  4.33
C  -24.21  10.67  4.76
C  -25.26  11.66  5.09
O  -24.99  12.86  5.24
C  -26.70  11.18  5.03
C  -26.97  9.92  4.72
H  -23.83  8.80  3.93
H  -23.25  11.15  4.64
H  -27.42  11.94  5.23
H  -27.92  9.57  4.55
O  -25.21  5.34  8.04
C  -25.16  5.15  6.84
C  -24.32  5.99  5.94
C  -24.28  5.79  4.62
C  -25.02  4.67  3.97
O  -24.93  4.45  2.78
C  -25.95  3.88  4.83
C  -25.97  4.09  6.13
H  -23.74  6.80  6.40
H  -23.67  6.41  3.98
H  -26.70  3.32  4.28
H  -26.76  3.80  6.84
O  -23.24  14.92  5.75
C  -23.46  15.06  7.11
C  -24.74  15.02  7.61
C  -24.98  15.14  8.98
C  -23.94  15.24  9.91
O  -24.17  15.22  11.25
C  -22.63  15.30  9.36
C  -22.44  15.21  8.01
H  -23.79  14.19  5.41
H  -25.60  14.87  6.98
H  -26.04  14.97  9.29
H  -25.08  14.86  11.36
H  -21.86  15.50  10.10
H  -21.37  15.17  7.68
O  -28.09  16.32  12.51
C  -27.83  14.96  12.30
C  -28.04  14.35  11.06
C  -27.75  13.03  10.90
C  -27.10  12.32  11.95
O  -26.70  11.08  11.81
C  -26.87  12.98  13.14
C  -27.24  14.29  13.38
H  -28.61  16.64  11.77
H  -28.34  15.03  10.20
H  -27.76  12.42  9.95
H  -26.14  10.84  12.54
H  -26.27  12.45  13.90
H  -27.14  14.80  14.31
O  -16.40  11.81  2.00
C  -17.40  11.12  2.58
C  -18.69  10.91  2.01
C  -19.66  10.26  2.67
C  -19.32  9.67  3.93
O  -20.22  8.95  4.71
C  -18.05  9.74  4.42
C  -17.06  10.39  3.70
H  -16.72  12.34  1.24
H  -18.87  11.26  1.00
H  -20.63  10.02  2.22
H  -21.02  9.49  4.75
H  -17.80  9.33  5.35
H  -16.06  10.37  4.05
O  -28.25  10.00  8.57
C  -28.88  9.06  7.80
C  -28.27  7.87  7.49
C  -28.80  6.85  6.68
C  -29.95  7.17  5.95
O  -30.51  6.48  4.85
C  -30.58  8.40  6.30
C  -30.16  9.27  7.29
H  -27.37  9.67  8.85
H  -27.32  7.57  8.10
H  -28.21  5.95  6.52
H  -29.80  5.98  4.40
H  -31.45  8.70  5.75
H  -30.64  10.20  7.48
O  -17.71  15.05  1.21
C  -18.47  14.79  2.30
C  -19.82  15.22  2.33
C  -20.56  14.87  3.43
C  -20.02  14.19  4.49
O  -20.82  13.78  5.56
C  -18.65  13.90  4.51
C  -17.90  14.13  3.38
H  -18.09  15.68  0.64
H  -20.19  15.86  1.49
H  -21.63  15.11  3.49
H  -21.70  14.20  5.54
H  -18.22  13.39  5.32
H  -16.86  13.87  3.39
O  -21.52  11.24  6.27
C  -22.47  10.79  7.18
C  -23.21  11.75  7.92
C  -24.29  11.43  8.78
C  -24.66  10.11  8.77
O  -25.75  9.60  9.52
C  -23.92  9.11  8.11
C  -22.84  9.45  7.32
H  -21.12  12.11  6.44
H  -22.87  12.82  7.82
H  -24.73  12.22  9.39
H  -26.06  10.36  10.12
H  -24.19  8.05  8.21
H  -22.19  8.78  6.82
O  -20.69  7.52  12.06
C  -20.59  7.41  10.70
C  -21.11  6.22  10.21
C  -21.20  6.09  8.86
C  -20.60  6.96  7.92
O  -20.64  6.68  6.59
C  -19.87  8.03  8.45
C  -19.92  8.30  9.85
H  -20.25  8.22  12.51
H  -21.40  5.41  10.86
H  -21.43  5.08  8.47
H  -20.18  7.40  6.11
H  -19.26  8.60  7.80
H  -19.25  9.11  10.13